No. 1
{
  "formula": "C4H7N3O2",
  "method": "ωB97M-V/def2-TZVPD",
  "e_above_lowest_kj_mol": 344.2,
  "charge": 0,
  "molar_mass_g_mol": 129.12,
  "fmax_ev_per_a": 2.44,
  "multiplicity": 1,
  "smiles": "C/N=C/N(C=O)/C=N/O",
  "species": ["C", "C", "C", "C", "H", "H", "H", "H", "H", "H", "H", "N", "N", "N", "O", "O"],
  "coordinates": [[-1.11, -0.38, 2.74], [0.10, 0.50, 0.96], [1.05, 1.75, -0.78], [0.30, -0.51, -1.25], [-2.21, -0.22, 2.86], [-0.50, 0.45, 3.20], [-0.90, -1.29, 3.36], [0.50, 1.25, 1.59], [1.42, 1.80, -1.82], [0.47, -0.21, -2.32], [-1.30, -2.97, -1.58], [-0.74, -0.36, 1.36], [0.58, 0.54, -0.38], [-0.29, -1.56, -0.89], [1.11, 2.69, -0.03], [-0.66, -2.35, -1.95]]
}


No. 2
{
  "formula": "C29H51N6Si3V",
  "method": "ωB97M-V/def2-TZVPD",
  "charge": 1,
  "molar_mass_g_mol": 618.97,
  "fmax_ev_per_a": 2.41,
  "multiplicity": 4,
  "total_energy_ev": -89159.59817,
  "species": ["V", "C", "C", "N", "C", "C", "N", "C", "C", "N", "C", "C", "N", "C", "C", "C", "C", "C", "C", "C", "N", "H", "H", "H", "H", "H", "H", "H", "H", "H", "H", "H", "H", "H", "H", "H", "H", "H", "H", "H", "H", "H", "H", "H", "C", "Si", "C", "C", "C", "Si", "C", "C", "C", "Si", "C", "C", "C", "C", "C", "C", "C", "N", "H", "H", "H", "H", "H", "H", "H", "H", "H", "H", "H", "H", "H", "H", "H", "H", "H", "H", "H", "H", "H", "H", "H", "H", "H", "H", "H", "H"],
  "coordinates": [[0.59, -0.06, -0.13], [3.29, -3.25, 0.86], [2.51, -1.99, 0.63], [1.38, -1.87, -0.04], [0.59, -3.08, -0.30], [-0.18, -3.41, 0.98], [-0.89, -2.24, 1.53], [-2.29, -2.14, 1.14], [-2.44, -1.68, -0.29], [-1.74, -0.40, -0.54], [-2.49, 0.76, 0.06], [-1.73, 1.51, 1.16], [-0.26, 1.37, 1.00], [0.52, 1.91, 1.89], [0.07, 2.90, 2.90], [1.84, 1.26, 2.00], [2.81, 1.49, 2.92], [3.89, 0.59, 3.00], [3.91, -0.55, 2.22], [2.88, -0.77, 1.32], [1.93, 0.19, 1.17], [3.08, -4.01, 0.10], [3.07, -3.68, 1.84], [4.36, -3.04, 0.82], [1.18, -3.93, -0.61], [-0.10, -2.87, -1.11], [0.53, -3.76, 1.73], [-0.87, -4.24, 0.78], [-0.81, -2.22, 2.53], [-2.78, -1.43, 1.81], [-2.81, -3.10, 1.24], [-3.50, -1.57, -0.51], [-2.06, -2.43, -0.98], [-1.72, -0.25, -1.55], [-3.42, 0.41, 0.48], [-2.74, 1.43, -0.73], [-1.98, 1.09, 2.12], [-2.05, 2.55, 1.17], [-0.30, 2.39, 3.79], [-0.72, 3.54, 2.52], [0.91, 3.54, 3.20], [2.75, 2.35, 3.58], [4.68, 0.77, 3.71], [4.71, -1.28, 2.33], [4.67, -0.38, -1.53], [3.08, -0.43, -2.52], [3.67, -0.23, -4.29], [2.54, -2.24, -2.62], [1.75, 0.76, -1.87], [2.56, 2.45, -1.57], [3.74, 2.97, -2.92], [1.46, 3.94, -1.39], [3.60, 2.54, -0.01], [0.50, 0.85, -3.24], [-0.19, -0.85, -3.62], [1.04, 1.60, -4.87], [-1.01, 1.98, -2.92], [-1.92, 2.19, -3.96], [-2.90, 3.16, -3.85], [-2.95, 3.94, -2.71], [-2.04, 3.67, -1.70], [-1.11, 2.70, -1.78], [5.43, -0.87, -2.15], [4.61, -0.91, -0.58], [5.01, 0.64, -1.33], [4.50, -0.96, -4.40], [4.05, 0.75, -4.57], [2.90, -0.53, -5.01], [3.32, -2.88, -2.19], [2.44, -2.51, -3.68], [1.59, -2.47, -2.14], [3.32, 2.90, -3.93], [4.68, 2.40, -2.89], [4.00, 4.02, -2.73], [0.93, 4.20, -2.32], [2.13, 4.78, -1.14], [0.71, 3.83, -0.59], [3.89, 1.58, 0.42], [3.10, 3.13, 0.76], [4.53, 3.08, -0.28], [0.48, -1.38, -4.32], [-1.18, -0.76, -4.11], [-0.30, -1.48, -2.73], [2.05, 1.33, -5.16], [0.99, 2.70, -4.81], [0.36, 1.27, -5.66], [-1.84, 1.60, -4.88], [-3.60, 3.33, -4.66], [-3.67, 4.74, -2.59], [-2.05, 4.26, -0.78]]
}


No. 3
{
  "formula": "C47H51BrN5O6P2Re",
  "method": "ωB97M-V/def2-TZVPD",
  "e_above_lowest_kj_mol": 0.0,
  "charge": 1,
  "molar_mass_g_mol": 1110.01,
  "fmax_ev_per_a": 1.96,
  "multiplicity": 4,
  "species": ["Re", "O", "N", "C", "C", "C", "C", "C", "C", "C", "P", "C", "C", "C", "C", "C", "C", "C", "C", "C", "C", "C", "C", "H", "H", "H", "H", "H", "H", "H", "H", "H", "H", "H", "H", "H", "H", "H", "H", "C", "O", "C", "C", "C", "Br", "C", "C", "C", "O", "C", "N", "C", "C", "C", "C", "C", "C", "N", "H", "H", "H", "H", "H", "H", "H", "H", "H", "H", "H", "O", "N", "O", "O", "C", "C", "C", "C", "C", "C", "C", "C", "N", "H", "H", "H", "H", "H", "H", "H", "H", "H", "C", "C", "P", "C", "C", "C", "C", "H", "H", "H", "H", "H", "H", "H", "H", "H", "H", "H", "H", "H", "H", "H"],
  "coordinates": [[-0.76, 0.44, 1.17], [-0.65, 1.95, 3.65], [-0.93, 2.15, 2.29], [-1.22, 3.36, 2.05], [-1.79, 3.99, 0.87], [-2.08, 5.36, 1.04], [-2.82, 6.05, 0.13], [-3.25, 5.39, -1.01], [-3.00, 4.04, -1.17], [-2.28, 3.32, -0.23], [-1.89, 1.53, -0.59], [-1.19, 1.81, -2.27], [0.15, 2.13, -2.40], [0.71, 2.48, -3.65], [-0.12, 2.50, -4.76], [-1.49, 2.21, -4.62], [-2.00, 1.86, -3.38], [-3.54, 0.85, -0.97], [-3.60, -0.21, -1.87], [-4.81, -0.71, -2.33], [-5.98, -0.20, -1.76], [-5.93, 0.82, -0.84], [-4.72, 1.36, -0.43], [-0.87, 1.01, 3.82], [-1.20, 4.05, 2.91], [-1.74, 5.86, 1.95], [-3.02, 7.11, 0.22], [-3.77, 5.91, -1.77], [-3.40, 3.59, -2.07], [0.80, 2.88, -0.60], [1.73, 2.75, -3.70], [0.25, 2.69, -5.76], [-2.15, 2.35, -5.47], [-3.05, 1.67, -3.32], [-2.66, -0.59, -2.24], [-4.86, -1.51, -3.08], [-6.96, -0.58, -2.03], [-6.82, 1.17, -0.34], [-4.74, 2.16, 0.30], [-4.90, -1.75, 1.18], [-3.48, -1.71, 0.88], [-2.99, -2.66, 0.06], [-3.75, -3.70, -0.50], [-3.12, -4.66, -1.29], [-4.18, -5.91, -2.25], [-1.76, -4.69, -1.44], [-1.00, -3.68, -0.87], [-1.59, -2.62, -0.22], [-0.77, -1.64, 0.31], [0.46, -3.81, -0.84], [1.34, -2.86, -0.53], [2.59, -3.52, -0.57], [3.91, -3.02, -0.36], [4.92, -3.97, -0.53], [4.70, -5.33, -0.77], [3.42, -5.83, -0.92], [2.41, -4.86, -0.85], [1.03, -5.01, -1.01], [-5.15, -2.66, 1.75], [-5.50, -1.67, 0.28], [-5.09, -0.86, 1.77], [-4.83, -3.76, -0.42], [-1.29, -5.42, -2.12], [0.17, -1.78, 0.03], [4.07, -1.96, -0.14], [5.94, -3.60, -0.41], [5.54, -5.97, -0.90], [3.19, -6.87, -1.09], [0.53, -5.88, -1.14], [-3.56, -1.01, 3.89], [-2.91, -0.32, 3.17], [-3.35, 0.63, 2.50], [-1.63, -0.56, 3.07], [2.67, 4.04, 0.01], [3.24, 2.79, -0.65], [4.58, 2.46, -0.54], [5.08, 1.29, -1.07], [4.23, 0.41, -1.71], [2.86, 0.68, -1.82], [1.97, -0.36, -2.42], [2.37, 1.89, -1.32], [0.99, 2.13, -1.26], [3.52, 4.53, 0.51], [1.96, 3.77, 0.79], [2.21, 4.74, -0.70], [5.27, 3.13, -0.08], [6.12, 1.08, -1.06], [4.67, -0.50, -2.12], [1.66, -0.13, -3.45], [1.05, -0.56, -1.86], [2.49, -1.30, -2.48], [2.37, 2.02, 3.60], [1.93, 0.56, 3.85], [1.33, -0.32, 2.39], [2.82, -0.05, 1.35], [4.18, -0.36, 1.99], [1.17, -2.08, 2.92], [2.34, -2.87, 3.50], [2.33, 2.62, 4.51], [1.60, 2.51, 2.99], [3.32, 2.10, 3.10], [1.19, 0.48, 4.65], [2.79, -0.05, 4.25], [2.74, 1.01, 1.09], [2.65, -0.58, 0.41], [4.35, 0.19, 2.92], [5.02, -0.14, 1.30], [4.22, -1.40, 2.22], [0.68, -2.58, 2.09], [0.35, -2.01, 3.61], [3.09, -3.20, 2.76], [2.02, -3.79, 4.00], [2.84, -2.26, 4.26]]
}


No. 4
{
  "formula": "C15H33N2O13Sr",
  "method": "ωB97M-V/def2-TZVPD",
  "charge": -1,
  "molar_mass_g_mol": 537.05,
  "fmax_ev_per_a": 6.41,
  "multiplicity": 1,
  "total_energy_ev": -46527.48380,
  "species": ["Sr", "O", "C", "O", "O", "H", "O", "C", "O", "O", "H", "O", "C", "O", "O", "H", "C", "O", "C", "C", "N", "C", "C", "O", "C", "H", "H", "H", "H", "H", "H", "H", "H", "H", "H", "H", "H", "H", "H", "H", "C", "O", "C", "C", "N", "C", "C", "O", "C", "H", "H", "H", "H", "H", "H", "H", "H", "H", "H", "H", "H", "H", "H", "H"],
  "coordinates": [[1.19, 0.21, -0.15], [5.41, 1.89, -0.10], [4.14, 1.40, -0.16], [3.15, 2.01, -0.62], [3.91, 0.26, 0.30], [5.99, 1.15, 0.09], [0.94, -3.19, 3.09], [1.41, -2.29, 2.25], [0.51, -1.55, 1.77], [2.58, -2.25, 1.86], [0.06, -2.83, 2.95], [2.19, -3.60, -2.66], [2.77, -2.77, -1.83], [3.93, -2.93, -1.52], [2.15, -1.73, -1.42], [3.02, -4.05, -2.81], [1.92, 0.90, 3.19], [1.44, 1.48, 2.06], [0.62, 2.62, 2.33], [0.29, 3.30, 0.98], [-0.29, 2.33, 0.03], [-0.24, 2.83, -1.34], [-0.72, 1.83, -2.35], [0.25, 0.85, -2.50], [0.21, 0.14, -3.73], [2.48, -0.02, 3.02], [1.11, 0.70, 3.88], [2.51, 1.64, 3.74], [1.09, 3.24, 3.09], [-0.29, 2.32, 2.84], [1.15, 3.81, 0.54], [-0.40, 4.12, 1.18], [-1.23, 2.32, 0.41], [0.77, 3.12, -1.66], [-0.88, 3.71, -1.40], [-0.99, 2.30, -3.29], [-1.64, 1.35, -2.01], [0.43, 0.83, -4.55], [-0.73, -0.30, -4.07], [1.00, -0.61, -3.78], [-0.63, -4.12, -0.22], [-1.91, -3.55, -0.13], [-2.40, -2.96, -1.35], [-1.53, -1.69, -1.65], [-1.32, -0.86, -0.44], [-2.70, -0.33, -0.08], [-2.64, 0.50, 1.25], [-2.77, 1.91, 1.06], [-3.28, 2.51, 2.20], [0.13, -3.44, -0.60], [-0.66, -4.95, -0.93], [-0.36, -4.44, 0.78], [-3.48, -2.81, -1.35], [-2.16, -3.60, -2.20], [-1.90, -1.06, -2.46], [-0.60, -1.96, -2.15], [-1.13, -1.53, 0.28], [-3.38, -1.16, 0.11], [-3.12, 0.39, -0.78], [-1.73, 0.15, 1.75], [-3.44, 0.17, 1.91], [-3.28, 3.55, 1.88], [-2.58, 2.45, 3.03], [-4.32, 2.27, 2.41]]
}


No. 5
{
  "formula": "C2H7NO3",
  "method": "ωB97M-V/def2-TZVPD",
  "e_above_lowest_kj_mol": 181.5,
  "charge": 0,
  "molar_mass_g_mol": 93.08,
  "fmax_ev_per_a": 4.10,
  "multiplicity": 1,
  "smiles": "NCC(=O)O.O",
  "species": ["O", "C", "O", "C", "N", "H", "H", "H", "H", "H", "H", "H", "O"],
  "coordinates": [[-1.04, 2.13, -1.00], [-0.28, 1.23, -0.80], [-0.67, -0.03, -1.01], [0.93, 1.13, 0.07], [0.80, 0.35, 1.27], [-1.43, -0.06, -1.71], [1.79, 0.65, -0.52], [1.34, 2.08, 0.52], [1.54, -0.39, 1.34], [-0.02, -0.31, 1.19], [-0.51, -2.52, 0.78], [-1.17, -2.28, -0.52], [-1.27, -1.97, 0.40]]
}


Which formula does entry 4 have? C15H33N2O13Sr


Among the records above, which one has the lowest charge? C15H33N2O13Sr


Which formula does entry 5 have? C2H7NO3